{"formula": "C52H114F9N6O3PS", "method": "ωB97M-V with the def2-TZVPD basis set", "elements": ["P", "F", "F", "F", "F", "F", "F", "C", "C", "C", "N", "C", "C", "C", "C", "C", "H", "H", "H", "H", "H", "H", "H", "H", "H", "H", "H", "H", "H", "H", "H", "H", "H", "H", "C", "C", "C", "N", "C", "C", "C", "C", "C", "H", "H", "H", "H", "H", "H", "H", "H", "H", "H", "H", "H", "H", "H", "H", "H", "H", "H", "C", "C", "C", "N", "C", "C", "C", "C", "C", "H", "H", "H", "H", "H", "H", "H", "H", "H", "H", "H", "H", "H", "H", "H", "H", "H", "H", "C", "C", "C", "N", "C", "C", "C", "C", "C", "C", "H", "H", "H", "H", "H", "H", "H", "H", "H", "H", "H", "H", "H", "H", "H", "H", "H", "H", "H", "H", "C", "C", "C", "N", "C", "C", "C", "C", "C", "C", "H", "H", "H", "H", "H", "H", "H", "H", "H", "H", "H", "H", "H", "H", "H", "H", "H", "H", "H", "H", "C", "C", "C", "N", "C", "C", "C", "C", "C", "C", "H", "H", "H", "H", "H", "H", "H", "H", "H", "H", "H", "H", "H", "H", "H", "H", "H", "H", "H", "H", "C", "F", "F", "F", "S", "O", "O", "O"], "xyz": [[11.7452, -17.6985, -9.6342], [11.6833, -19.2050, -9.0867], [13.3301, -17.9142, -10.2162], [11.0882, -18.2935, -10.9005], [11.6149, -16.2033, -10.1921], [10.1761, -17.5896, -9.1952], [12.2481, -17.0240, -8.2498], [10.2108, -12.2064, -1.8244], [11.3438, -11.6007, -2.6182], [10.7738, -10.3871, -3.3586], [11.8116, -9.8373, -4.4371], [11.1745, -8.5293, -5.0545], [13.2133, -9.5403, -3.9213], [14.0498, -9.6955, -5.1854], [13.5450, -10.9588, -5.7688], [11.9843, -10.8951, -5.5808], [10.6800, -12.8176, -1.0535], [9.6586, -12.9324, -2.4211], [9.4563, -11.5786, -1.3503], [11.8735, -12.2677, -3.2983], [12.0995, -11.2414, -1.9197], [10.4120, -9.6512, -2.6404], [9.9299, -10.5520, -4.0284], [11.7809, -7.9714, -5.7681], [10.9670, -7.8675, -4.2136], [10.2738, -8.9228, -5.5257], [13.3802, -8.5343, -3.5363], [13.4639, -10.2289, -3.1144], [13.8250, -8.8597, -5.8479], [15.1070, -9.7564, -4.9270], [13.7260, -10.8842, -6.8410], [14.0335, -11.8890, -5.4787], [11.4339, -10.5174, -6.4426], [11.5774, -11.8820, -5.3603], [2.0358, -20.6916, -5.4140], [3.1709, -21.4123, -6.2031], [3.6742, -22.6116, -5.3577], [4.9187, -23.3760, -6.0482], [4.5313, -24.0794, -7.4022], [5.5078, -24.3607, -4.9973], [7.0093, -24.6140, -5.3422], [7.4220, -23.4280, -6.2593], [6.2146, -22.5182, -6.4067], [1.4920, -20.0813, -6.1351], [2.4433, -20.0002, -4.6766], [1.1996, -21.2992, -5.0680], [3.9196, -20.6543, -6.4332], [2.8407, -21.9220, -7.1082], [2.8307, -23.2853, -5.2069], [4.1223, -22.1749, -4.4652], [5.3731, -24.7037, -7.7018], [4.3226, -23.3062, -8.1416], [3.6972, -24.7411, -7.1687], [4.9411, -25.2914, -4.9700], [5.5046, -23.9974, -3.9696], [7.2902, -25.6004, -5.7112], [7.6619, -24.5552, -4.4711], [7.7640, -23.7226, -7.2514], [8.1492, -22.7753, -5.7764], [6.0840, -22.0909, -7.4009], [6.1922, -21.7288, -5.6555], [6.7658, -13.8376, -13.1842], [5.9305, -13.8044, -11.8958], [4.5577, -13.2601, -12.1910], [3.7336, -12.9043, -10.8559], [2.3087, -12.4142, -11.2853], [4.5638, -11.8683, -9.9561], [4.9916, -12.7205, -8.7642], [3.9115, -13.7019, -8.4465], [3.5622, -14.1292, -9.8912], [6.9229, -12.8162, -13.5309], [6.2043, -14.3195, -13.9845], [7.7426, -14.2763, -12.9805], [6.5173, -13.2954, -11.1311], [5.7635, -14.8414, -11.6046], [3.8952, -13.8730, -12.8023], [4.5890, -12.3506, -12.7911], [2.2977, -11.4840, -11.8533], [1.8233, -12.1312, -10.3513], [1.7361, -13.1891, -11.7949], [3.8178, -11.1295, -9.6632], [5.4113, -11.5570, -10.5669], [5.1666, -12.0843, -7.8965], [5.9014, -13.2984, -8.9270], [3.1045, -13.1542, -7.9598], [4.3016, -14.4240, -7.7292], [2.5723, -14.5802, -9.9603], [4.3486, -14.8338, -10.1618], [19.3141, -17.4637, -18.8978], [19.1823, -15.9720, -18.4170], [19.4287, -15.8965, -16.8507], [19.5403, -14.4416, -16.2551], [19.4019, -14.4064, -14.7280], [17.9311, -14.8775, -14.4227], [16.9358, -13.9388, -15.1042], [17.0591, -13.8443, -16.5916], [18.5051, -13.4357, -16.8975], [21.0174, -13.9051, -16.5563], [18.6987, -17.6470, -19.7786], [18.9550, -18.0956, -18.0855], [20.3262, -17.7638, -19.1694], [18.1339, -15.7435, -18.6083], [19.8446, -15.2735, -18.9284], [20.3697, -16.4206, -16.6835], [18.5210, -16.3093, -16.4103], [20.1818, -15.1038, -14.4222], [19.5930, -13.3870, -14.3928], [17.6466, -15.9144, -14.6020], [17.8459, -14.7957, -13.3391], [15.9531, -14.3122, -14.8161], [17.0034, -12.9763, -14.5971], [16.8880, -14.8318, -17.0203], [16.4049, -13.0890, -17.0270], [18.7124, -13.2293, -17.9475], [18.6340, -12.4337, -16.4883], [21.0184, -12.9143, -16.1020], [21.2664, -13.8015, -17.6124], [21.7380, -14.5798, -16.0941], [13.3728, -23.0796, -16.8079], [11.9497, -22.7121, -16.2856], [10.7836, -23.4112, -17.1056], [9.3086, -23.0027, -16.7402], [9.0513, -21.4398, -16.9377], [9.3027, -20.9920, -18.4346], [8.3437, -21.7483, -19.3493], [8.4698, -23.2947, -19.2198], [8.4280, -23.8321, -17.7085], [8.9576, -23.3191, -15.2664], [14.2577, -22.6225, -16.3649], [13.3107, -22.6771, -17.8189], [13.5412, -24.1529, -16.8962], [11.7833, -21.6358, -16.2405], [11.8348, -23.0730, -15.2636], [11.0537, -24.4667, -17.0750], [10.9149, -23.1862, -18.1640], [9.7802, -20.9802, -16.2702], [8.0847, -21.1568, -16.5209], [10.3060, -21.1515, -18.8295], [9.1522, -19.9198, -18.5608], [8.5958, -21.4962, -20.3793], [7.3099, -21.4055, -19.3054], [9.3409, -23.5578, -19.8200], [7.7376, -23.8820, -19.7740], [8.7165, -24.8791, -17.6147], [7.4383, -23.6852, -17.2762], [9.5026, -24.2378, -15.0496], [7.9022, -23.5022, -15.0647], [9.2427, -22.5294, -14.5712], [19.7511, -18.3792, -7.1474], [19.5518, -19.8390, -6.8688], [18.5998, -20.5430, -7.8235], [18.3323, -22.0684, -7.5510], [17.5538, -22.5327, -8.7635], [17.4131, -24.0502, -8.8402], [18.7451, -24.6541, -8.9464], [19.5378, -24.3633, -7.6455], [19.7261, -22.8470, -7.5663], [17.5816, -22.4023, -6.2307], [18.8688, -17.7404, -7.1083], [20.4076, -18.2134, -8.0016], [20.3230, -18.0150, -6.2939], [19.1953, -19.9124, -5.8414], [20.5587, -20.2541, -6.8231], [19.0912, -20.4614, -8.7929], [17.6462, -20.0524, -8.0186], [18.0978, -22.1178, -9.6120], [16.5546, -22.0971, -8.7591], [16.7743, -24.4037, -9.6496], [16.8868, -24.4802, -7.9880], [19.4252, -24.3673, -9.7485], [18.7414, -25.7318, -9.1091], [20.4873, -24.8928, -7.5674], [19.1695, -24.7988, -6.7166], [20.2194, -22.4482, -8.4527], [20.3203, -22.6514, -6.6737], [18.0839, -22.0550, -5.3279], [17.4920, -23.4883, -6.2063], [16.6106, -21.9079, -6.2000], [11.2891, -8.4187, -12.8898], [10.9435, -9.6360, -12.5609], [12.2249, -8.0650, -12.0340], [11.7993, -8.3773, -14.1099], [9.7660, -7.2926, -12.8164], [8.7574, -7.8269, -13.6570], [9.3944, -7.3447, -11.3977], [10.1646, -5.9171, -13.2593]], "forces_ev_per_a": [[-0.70, 0.66, 0.82], [1.59, -0.56, 1.54], [-1.91, 0.42, 0.84], [0.62, -0.72, -4.35], [0.85, 0.34, -0.91], [-0.82, 0.92, 2.11], [0.36, -1.18, -0.05], [0.09, -1.95, 0.22], [-0.47, 1.68, -0.19], [1.21, 0.04, -1.52], [-0.94, 1.06, 0.41], [0.03, -1.35, 0.98], [0.19, 0.30, -0.36], [0.32, -0.03, 1.50], [-1.29, -0.37, -2.30], [1.31, 0.27, 0.51], [-0.27, 0.04, 0.28], [-0.12, 0.10, -0.21], [0.46, 0.51, -0.14], [-0.39, -0.34, 0.11], [0.01, 0.10, 0.03], [0.65, 0.49, -0.20], [-0.17, -0.68, 0.29], [0.31, -0.63, 0.00], [-0.19, -0.14, -0.08], [-0.06, 0.55, 0.00], [-0.90, 0.09, 0.14], [-0.01, -0.19, -0.34], [0.39, 0.04, 0.02], [-0.01, 0.33, -0.22], [-0.01, -0.37, -0.17], [-0.31, 0.14, 0.60], [0.31, 0.11, 0.02], [-0.16, 0.33, 0.53], [-0.18, 0.20, -1.52], [-0.57, -1.23, 0.85], [2.04, 1.52, -1.36], [0.50, -0.41, -0.07], [0.25, 0.06, 2.13], [0.79, -0.98, -0.55], [0.32, 0.75, -0.10], [-0.49, 0.17, -0.10], [-2.00, -0.04, 0.84], [0.25, 0.39, -0.12], [-0.14, -0.38, 0.24], [0.56, -0.44, 0.56], [0.26, -0.35, -0.03], [-0.45, 0.76, -0.35], [0.54, -0.33, 0.20], [-0.22, -0.65, 0.36], [0.05, 0.21, 0.00], [-0.13, -0.21, 0.21], [-0.14, 0.22, -0.31], [-0.22, 0.16, -0.32], [-0.59, 0.79, -0.37], [-0.62, 0.10, -0.59], [-0.53, 0.14, 0.41], [0.19, -0.12, 0.22], [0.43, -0.44, -0.22], [-0.08, -0.01, 0.18], [0.18, 0.09, -0.11], [-0.36, 0.73, 0.16], [-0.04, -1.12, -0.82], [-1.03, 1.21, 1.29], [-0.30, -0.30, -0.51], [0.94, 0.40, 1.36], [-0.89, -1.89, -0.60], [0.99, 0.96, 0.71], [-0.71, 1.24, -0.91], [0.35, -0.49, 0.26], [0.19, 0.09, 0.03], [0.31, -0.40, 0.01], [-0.20, -0.19, -0.28], [-0.41, 0.14, 0.07], [0.42, -0.08, 0.38], [0.21, -0.67, 0.39], [0.13, 0.49, 0.50], [0.69, -0.24, -0.31], [-0.19, -0.34, 0.05], [0.43, -0.08, 0.08], [0.49, 0.33, -0.20], [-0.44, 0.60, 0.15], [0.23, 0.18, -0.11], [0.21, 0.34, -0.37], [-0.35, -0.25, -0.06], [-0.34, -0.51, -0.55], [0.12, 0.18, -0.48], [-0.37, -0.11, -0.31], [0.23, 0.86, 0.35], [-0.07, -0.63, 0.92], [-0.79, 1.21, -1.45], [1.69, 1.22, -1.98], [-1.44, -1.96, -1.66], [1.01, 0.99, 0.65], [-0.90, -0.27, 1.63], [1.49, -0.29, -0.25], [0.11, -0.11, 0.14], [-1.64, -0.06, 0.42], [-0.05, 0.15, 0.12], [0.00, -0.25, -0.11], [0.06, 0.13, 0.25], [0.17, 0.58, -0.05], [-0.12, -0.16, -0.23], [-0.23, 0.06, 0.73], [0.65, -0.37, 0.33], [-0.14, 0.14, 0.55], [-0.07, -0.14, -0.03], [0.70, -0.10, -0.39], [-0.25, 0.20, 0.08], [-0.20, 0.08, -0.18], [0.09, 0.32, -0.31], [-0.41, 0.12, -0.27], [-0.10, -0.22, -0.02], [0.19, -0.92, -0.13], [0.55, -0.19, 0.72], [0.31, -0.13, 0.01], [-0.57, -0.23, -0.04], [-0.24, 0.08, 0.16], [-1.37, 0.42, -1.27], [-0.73, -0.68, 0.75], [1.57, 1.60, 0.17], [0.30, 0.22, -0.01], [2.02, -0.50, -1.05], [-1.12, -0.75, 0.72], [-0.44, -0.61, -0.78], [0.20, 0.08, 0.99], [0.09, 1.47, -0.72], [0.69, -0.63, -0.65], [-0.53, 0.12, 0.53], [0.62, -0.21, -0.37], [-0.14, -0.01, 0.17], [0.29, 0.03, -0.20], [0.02, 0.08, 0.23], [-1.26, -0.36, 0.53], [-0.31, 0.33, 0.08], [0.04, -0.04, -0.06], [-0.26, -0.55, -0.44], [0.26, -0.25, 0.67], [-0.21, 0.03, 0.42], [0.18, -0.10, -0.09], [-0.09, -0.04, 0.66], [0.64, -0.29, 0.79], [-0.64, 0.41, 0.27], [0.05, 0.13, -0.01], [-0.19, -0.17, -0.41], [-0.07, 0.09, 0.25], [-0.10, 0.07, -0.79], [0.44, 0.09, -0.46], [0.62, 0.87, 0.56], [-0.72, -0.49, 1.15], [0.77, -0.60, -0.08], [1.01, 0.23, 0.67], [-0.84, -0.43, 0.14], [-0.67, 0.20, -0.49], [2.54, -2.18, 1.25], [-0.04, 0.17, -0.45], [-0.69, -0.17, 0.46], [0.29, 0.45, -0.82], [-0.19, -0.28, -0.59], [-0.45, 0.19, -0.28], [0.23, 0.11, -0.01], [-0.25, -0.15, 0.11], [-0.16, -0.53, -0.41], [0.01, -0.65, -0.23], [-0.20, -0.07, 0.75], [-0.06, -0.29, -0.09], [0.14, 0.40, 0.30], [-0.01, 0.71, -0.42], [0.10, 0.27, 0.34], [-0.50, 0.77, -0.38], [-0.52, -0.17, 0.24], [0.56, 0.52, -0.87], [-1.10, 0.34, -0.01], [0.09, -0.11, 0.07], [-0.38, 0.73, 0.00], [0.59, -0.01, -0.43], [-0.14, 0.31, 0.09], [-0.04, -0.15, -0.51], [-1.64, 2.15, -0.21], [-0.40, -1.88, -0.10], [0.94, 0.60, 0.65], [0.47, -0.49, -0.69], [0.09, 4.75, 1.61], [-0.77, -1.96, -1.56], [0.86, -0.56, -0.34], [0.43, -2.89, 0.80]], "mulliken_charge": [1.151, -0.356, -0.392, -0.325, -0.344, -0.393, -0.343, -1.430, -0.173, -0.808, 0.179, -1.058, -0.602, -0.560, -0.493, -0.516, 0.389, 0.346, 0.359, 0.374, 0.279, 0.499, 0.406, 0.358, 0.376, 0.462, 0.273, 0.363, 0.274, 0.382, 0.315, 0.333, 0.311, 0.360, -1.339, -0.261, -0.694, 0.143, -1.021, -0.625, -0.633, -0.553, -0.675, 0.389, 0.364, 0.383, 0.260, 0.338, 0.400, 0.377, 0.419, 0.408, 0.333, 0.422, 0.351, 0.320, 0.339, 0.339, 0.342, 0.436, 0.439, -1.600, 0.195, -0.870, 0.204, -1.077, -0.627, -0.434, -0.583, -0.476, 0.404, 0.376, 0.391, 0.174, 0.237, 0.448, 0.462, 0.368, 0.455, 0.374, 0.391, 0.342, 0.442, 0.216, 0.307, 0.353, 0.382, 0.147, -1.302, -0.170, -0.737, -0.087, -0.520, -0.628, -0.671, -0.384, -0.791, -0.940, 0.387, 0.352, 0.341, 0.160, 0.349, 0.335, 0.367, 0.404, 0.397, 0.307, 0.415, 0.340, 0.353, 0.210, 0.382, 0.428, 0.506, 0.440, 0.358, 0.400, -1.323, -0.177, -0.842, 0.128, -0.819, -0.536, -0.742, -0.651, -0.612, -0.946, 0.360, 0.339, 0.336, 0.214, 0.354, 0.466, 0.339, 0.486, 0.516, 0.242, 0.406, 0.377, 0.338, 0.336, 0.441, 0.423, 0.423, 0.412, 0.338, 0.376, -1.484, -0.234, -0.691, 0.150, -0.693, -0.510, -0.767, -0.864, -0.512, -0.901, 0.363, 0.368, 0.410, 0.337, 0.289, 0.274, 0.523, 0.412, 0.472, 0.398, 0.267, 0.310, 0.404, 0.438, 0.364, 0.371, 0.412, 0.302, 0.446, 0.347, 0.604, -0.229, -0.233, -0.230, 1.078, -0.635, -0.690, -0.666], "charge": 4, "total_energy_ha": -4241.0700, "orbital_gap_ev": 5.3, "de_lowest_kcal_mol": 13.4, "e_homo_ev": -10.815}